Entry 1:
DFT (ωB97M-V with the def2-TZVPD basis set) results for a single C4H6ClFS molecule at a distorted geometry.

For the highest occupied orbital energy, the calculation gives -8.6 eV. Its SMILES is C=C(SC)[C@@H](F)Cl. The total charge is 0. As for the energy above the lowest of the compared OMol25 structures with the same formula, charge and spin: 83.0 kcal per mole. As for the spin multiplicity: 1. For the total energy, the calculation gives -1114.11499 a.u.

The geometry in XYZ format:
```
13
C4H6ClFS (ωB97M-V with the def2-TZVPD basis set)
C 0.811 -0.866 1.405
C 0.436 -0.315 0.180
S -0.703 -1.294 -1.035
C -2.020 -0.119 -0.614
C 1.048 0.905 -0.373
F 2.218 1.195 0.440
Cl 1.640 0.327 -1.949
H 1.473 -0.177 2.206
H 0.747 -2.011 1.699
H -2.031 0.067 0.556
H -2.888 -0.350 -1.083
H -1.198 0.695 -0.875
H 0.466 1.943 -0.558
```

Entry 2:
DFT (ωB97M-V with the def2-TZVPD basis set) results for a molecular structure, C6H10 at a distorted geometry.

For the highest occupied orbital energy, the calculation gives -8.2 eV. The total charge is 0. As for the energy above the lowest of the compared OMol25 structures with the same formula, charge and spin: 69.4 kcal per mole. As for the spin multiplicity: 1. For the total energy, the calculation gives -234.49193 a.u.

The geometry in XYZ format:
```
16
C6H10 (ωB97M-V with the def2-TZVPD basis set)
C 0.910 0.670 -2.446
C 1.462 -0.393 -1.489
C 0.982 -0.702 -0.274
C -0.165 -0.085 0.421
C -0.663 -0.563 1.589
C -1.765 0.156 2.306
H 1.731 1.751 -2.261
H -0.350 0.937 -2.151
H 1.015 0.207 -3.685
H 2.346 -0.914 -1.828
H 1.491 -1.534 0.235
H -0.669 0.773 -0.011
H -0.200 -1.386 2.113
H -1.447 1.184 2.561
H -2.017 -0.327 3.281
H -2.662 0.226 1.637
```

Entry 3:
DFT (ωB97M-V with the def2-TZVPD basis set) results for a single C6H15N molecule at a distorted geometry.

For the highest occupied orbital energy, the calculation gives -8.1 eV. Its SMILES is CCNCC(C)C. The total charge is 0. As for the energy above the lowest of the compared OMol25 structures with the same formula, charge and spin: 62.9 kcal per mole. As for the spin multiplicity: 1. For the total energy, the calculation gives -292.26876 a.u.

The geometry in XYZ format:
```
22
C6H15N (ωB97M-V with the def2-TZVPD basis set)
C 1.291 -1.741 2.261
C 1.334 -1.725 0.652
N 0.323 -1.114 -0.161
C -0.431 0.145 0.224
C -0.785 0.901 -1.022
C 0.353 1.994 -1.203
C -2.178 1.603 -0.908
H 2.400 -1.598 2.507
H 1.227 -2.898 2.632
H 0.597 -1.162 2.789
H 2.362 -1.623 0.407
H 1.159 -2.856 0.326
H -0.166 -1.804 -0.734
H -1.327 -0.181 0.682
H 0.267 0.789 0.771
H -0.921 0.181 -1.920
H 1.355 1.525 -1.127
H 0.339 2.468 -2.123
H 0.329 2.563 -0.320
H -2.450 1.712 -1.937
H -2.043 2.651 -0.388
H -2.888 0.973 -0.457
```

Entry 4:
DFT (ωB97M-V with the def2-TZVPD basis set) results for a single C5H6O2 molecule.

For the highest occupied orbital energy, the calculation gives -9.3 eV. The total charge is 0. As for the energy above the lowest of the compared OMol25 structures with the same formula, charge and spin: 129.4 kcal per mole. As for the spin multiplicity: 1. For the total energy, the calculation gives -344.39563 a.u.

The geometry in XYZ format:
```
13
C5H6O2 (ωB97M-V with the def2-TZVPD basis set)
O -1.153 -2.855 0.264
C -1.151 -1.697 -0.078
C 0.004 -1.093 -0.809
O -0.239 0.115 -1.516
C 0.474 2.489 0.747
C 0.089 1.070 0.740
C 0.597 0.188 -0.380
H -2.002 -1.018 0.133
H 0.640 -1.817 -1.318
H 1.416 2.542 0.151
H 0.633 0.848 1.692
H -0.969 0.906 0.975
H 1.660 0.322 -0.602
```

Entry 5:
DFT (ωB97M-V with the def2-TZVPD basis set) results for 2 unconnected molecules or ions with the total composition C4H9N2 at a distorted geometry.

For the highest occupied orbital energy, the calculation gives -13.7 eV. The total charge is +1. As for the energy above the lowest of the compared OMol25 structures with the same formula, charge and spin: 93.7 kcal per mole. As for the spin multiplicity: 1. For the total energy, the calculation gives -266.94999 a.u.

The geometry in XYZ format:
```
15
C4H9N2 (ωB97M-V with the def2-TZVPD basis set)
C 1.126 0.595 -1.767
C -0.807 0.283 1.537
C 0.133 1.486 1.630
C -0.058 0.742 0.385
N 0.418 0.642 -0.716
N -0.537 -1.967 -0.876
H 0.886 0.828 -2.751
H 2.195 0.252 -1.601
H -0.444 -0.679 1.970
H -1.883 0.481 1.556
H -0.261 2.503 1.723
H 1.120 1.335 2.067
H -0.344 -2.974 -0.562
H -0.009 -1.625 -1.682
H -1.535 -1.901 -0.911
```

Entry 6:
DFT (ωB97M-V with the def2-TZVPD basis set) results for a single C4H6N2O molecule.

For the highest occupied orbital energy, the calculation gives -7.4 eV. The total charge is 0. As for the energy above the lowest of the compared OMol25 structures with the same formula, charge and spin: 90.6 kcal per mole. As for the spin multiplicity: 1. For the total energy, the calculation gives -340.65047 a.u.

The geometry in XYZ format:
```
13
C4H6N2O (ωB97M-V with the def2-TZVPD basis set)
N 1.836 -0.394 -0.268
C 0.587 0.040 0.352
C -0.447 0.271 -0.687
O -0.197 0.478 -1.959
N -1.612 0.170 -0.135
C -1.414 -0.352 1.238
C -0.122 -0.600 1.537
H 2.277 -1.084 0.331
H 2.474 0.387 -0.334
H 0.731 0.171 -2.070
H -2.484 0.303 -0.628
H -2.330 -0.440 1.813
H 0.702 1.048 0.809
```

Entry 7:
DFT (ωB97M-V with the def2-TZVPD basis set) results for 2 unconnected molecules or ions with the total composition C5H10O at a distorted geometry.

For the highest occupied orbital energy, the calculation gives -9.3 eV. Its SMILES is C=CCC.C=O. The total charge is 0. As for the energy above the lowest of the compared OMol25 structures with the same formula, charge and spin: 66.6 kcal per mole. As for the spin multiplicity: 1. For the total energy, the calculation gives -271.64653 a.u.

The geometry in XYZ format:
```
16
C5H10O (ωB97M-V with the def2-TZVPD basis set)
C -0.463 -2.095 0.270
C -0.387 -0.779 0.094
C 0.793 -0.093 -0.547
C 1.910 0.340 0.417
H 0.240 -2.766 -0.195
H -1.349 -2.504 0.751
H -1.431 -0.626 -0.133
H 1.220 -0.813 -1.259
H 0.459 0.775 -1.124
H 2.306 -0.512 0.982
H 1.564 1.086 1.141
H 2.744 0.781 -0.143
C -1.902 1.803 -0.058
O -2.063 1.710 -1.249
H -0.972 2.215 0.382
H -2.668 1.478 0.673
```

Entry 8:
DFT (ωB97M-V with the def2-TZVPD basis set) results for a single C4H7NO2 molecule.

For the highest occupied orbital energy, the calculation gives -10.0 eV. Its SMILES is [H]/N=C(\C)OCC=O. The total charge is 0. As for the energy above the lowest of the compared OMol25 structures with the same formula, charge and spin: 56.5 kcal per mole. As for the spin multiplicity: 1. For the total energy, the calculation gives -361.79086 a.u.

The geometry in XYZ format:
```
14
C4H7NO2 (ωB97M-V with the def2-TZVPD basis set)
H -1.266 2.275 0.431
N -0.610 1.693 0.947
C -0.612 0.495 0.543
C -1.556 -0.157 -0.436
O 0.190 -0.372 1.263
C 1.320 -0.878 0.554
C 1.599 -0.071 -0.739
O 2.020 1.056 -0.642
H -2.174 -0.766 0.226
H -2.151 0.615 -0.923
H -1.213 -0.854 -1.224
H 2.200 -0.675 1.169
H 1.190 -1.961 0.406
H 1.320 -0.481 -1.737
```

Entry 9:
DFT (ωB97M-V with the def2-TZVPD basis set) results for a single C7H7BrO2 molecule at a distorted geometry.

For the highest occupied orbital energy (spin up / spin down), the calculation gives -7.9 / -7.9 eV. The total charge is 0. As for the energy above the lowest of the compared OMol25 structures with the same formula, charge and spin: 152.6 kcal per mole. As for the spin multiplicity: 1. For the total energy, the calculation gives -2995.16182 a.u.

The geometry in XYZ format:
```
17
C7H7BrO2 (ωB97M-V with the def2-TZVPD basis set)
C 2.472 -1.305 0.682
C 1.346 -2.010 0.261
C 2.627 0.088 0.517
C 0.952 0.844 -0.969
C -0.402 0.375 0.975
C -0.067 1.828 0.766
C -0.049 -0.221 -0.364
O 0.264 -1.676 -0.355
O 0.582 1.918 -0.445
Br 4.430 0.400 0.119
H 3.125 -1.806 1.258
H 1.248 -3.082 0.288
H 0.109 -0.169 1.739
H -1.457 0.245 1.216
H -0.964 2.486 0.575
H 0.526 2.235 1.604
H -1.039 -0.105 -0.941
```

Entry 10:
DFT (ωB97M-V with the def2-TZVPD basis set) results for a single C3H3Cl2NS molecule.

For the highest occupied orbital energy, the calculation gives -9.3 eV. Its SMILES is [H]/N=C(\Cl)[C@@H](Cl)C=S. The total charge is 0. As for the energy above the lowest of the compared OMol25 structures with the same formula, charge and spin: 3.9 kcal per mole. As for the spin multiplicity: 1. For the total energy, the calculation gives -1489.40770 a.u.

The geometry in XYZ format:
```
10
C3H3Cl2NS (ωB97M-V with the def2-TZVPD basis set)
H 2.700 -0.620 -0.572
N 1.951 0.016 -0.334
C 0.903 -0.434 0.138
Cl 0.559 -2.146 0.423
C -0.282 0.416 0.498
Cl 0.181 2.149 0.450
C -1.387 0.236 -0.491
S -2.829 -0.381 -0.121
H -0.625 0.180 1.509
H -1.172 0.584 -1.498
```